Arrangement P

Molecular formula: C4H6S
Method: DFT, ωB97M-V/def2-TZVPD

Last column: Mulliken charge in e.
Cartesian coordinates (Å):
H -0.12 2.46 0.38  0.171
H -1.28 -0.90 0.64  0.167
C -0.16 -0.94 0.15  -0.049
C -0.23 0.29 -0.90  -0.146
H -0.30 2.37 -1.74  0.305
C -0.25 1.76 -0.86  -0.586
S 1.86 -1.47 1.84  -0.274
H -0.17 -0.66 -2.44  0.110
C 0.59 -0.74 1.35  -0.284
H -0.09 -2.02 -0.62  0.309
H 0.14 -0.14 2.20  0.276

Computed properties:
HOMO level, eV: -8.7455
Orbital gap, eV: 8.2



Arrangement Q

Molecular formula: C4H6S
Method: DFT, ωB97M-V/def2-TZVPD

Last column: Mulliken charge in e.
Cartesian coordinates (Å):
H -0.09 1.56 2.66  0.271
C -0.13 0.30 0.88  0.859
H -0.21 2.34 0.89  0.250
H -0.75 -2.04 0.66  0.298
H -0.70 -0.86 2.51  0.261
H 1.09 -1.44 1.70  0.215
C -0.08 1.53 1.57  -0.840
S 0.14 -0.56 -1.75  -0.254
H 0.16 1.69 -0.53  0.081
C 0.19 0.47 -0.50  -0.198
C -0.27 -1.01 1.40  -0.943

Computed properties:
HOMO level, eV: -8.7076
Orbital gap, eV: 7.8



Stability, lowest: arrangement P



Arrangement P

Molecular formula: C30H30BrCaN4O7
Method: DFT, ωB97M-V/def2-TZVPD

Last column: Mulliken charge in e.
Cartesian coordinates (Å):
H -0.40 -1.25 -5.30  0.460
C -2.62 1.07 -1.68  -0.288
C -2.10 0.17 -2.84  0.234
H 1.68 -1.66 0.45  -0.245
C 2.79 0.98 0.97  -0.145
C 0.16 0.04 -3.62  -0.199
C 0.55 2.42 4.34  -0.844
H -0.60 -4.50 1.37  0.330
C 3.66 -0.39 -2.45  -0.720
C 3.44 0.30 -0.12  0.198
O -0.30 2.79 -2.62  -0.910
H 0.82 2.19 5.37  0.386
O -1.78 1.28 -0.75  -0.241
C -1.19 -0.93 -2.27  0.150
H -2.97 -0.23 -3.35  0.440
C -0.98 -2.03 -3.31  -0.952
C 4.44 -0.63 0.21  -0.552
O 0.09 -0.30 -2.23  0.009
C -1.44 3.92 0.09  -0.251
C -0.25 -3.82 2.16  -0.687
N 1.77 1.75 0.86  -0.185
C 0.00 -1.33 -4.29  -1.190
C 4.60 -1.32 -2.09  -0.607
C -0.61 3.09 4.08  -0.973
H -3.49 -0.70 0.90  0.320
C -2.42 4.27 1.04  -0.725
H -2.86 -3.32 1.61  0.296
C -0.89 2.40 -3.68  0.114
H -0.98 -2.99 3.99  0.286
N -1.85 -1.50 1.97  0.392
H -2.23 0.45 1.33  -0.319
C -2.43 -2.74 2.44  -0.611
C -0.57 -1.43 1.48  -0.251
O -3.80 1.43 -1.70  -0.836
H -3.34 -0.16 2.59  0.472
C -0.08 3.00 1.69  0.535
H -1.28 3.40 4.88  0.371
H -3.25 -2.49 3.12  0.345
H 5.05 -1.96 -2.84  0.414
N -0.32 3.32 0.40  -0.513
H 3.36 -0.29 -3.48  0.450
Br 6.29 -2.74 -0.25  -0.271
C 1.38 1.97 3.31  -1.021
H 2.26 1.39 3.58  0.293
C -2.16 4.02 2.36  -0.849
H 1.42 -3.37 0.07  0.337
H -0.52 -2.92 -2.86  0.284
C 1.09 2.23 1.98  0.519
O -1.25 3.12 -4.62  -0.831
H -3.35 4.71 0.72  0.409
C 3.03 0.48 -1.49  0.811
C 1.47 -2.63 0.88  -0.777
C -0.96 3.39 2.74  1.501
N 0.21 -2.57 1.59  0.418
O -0.12 -0.40 0.98  0.483
C -2.78 -0.42 1.68  -0.696
Ca 0.22 1.60 -1.08  1.504
H -2.88 4.29 3.13  0.382
H -1.47 -1.27 -1.27  0.100
H 1.08 0.58 -3.83  0.665
H 2.28 -2.91 1.56  0.383
C -1.37 -3.56 3.15  -0.725
H 4.75 -0.72 1.24  0.442
C -1.13 0.87 -3.85  0.200
O 2.18 1.34 -1.85  -0.909
H 0.96 -1.85 -4.33  0.325
H 0.60 -4.30 2.66  0.349
H -1.91 -2.33 -3.78  0.388
C 4.99 -1.43 -0.75  -0.117
H -1.49 0.75 -4.87  0.497
H 3.22 0.75 1.95  0.063
H -1.58 4.14 -0.96  0.515
H -1.79 -4.50 3.52  0.374

Computed properties:
Net charge: -1
HOMO level, eV: -4.8328
Orbital gap, eV: 6.9



Arrangement Q

Molecular formula: C30H30BrCaN4O7
Method: DFT, ωB97M-V/def2-TZVPD

Last column: Mulliken charge in e.
Cartesian coordinates (Å):
H -2.75 3.02 -0.86  0.436
H 2.99 -0.06 4.62  0.417
H -2.67 -3.89 1.74  0.329
O -3.49 0.42 -0.65  -0.838
C 0.86 1.78 -3.12  0.339
H 1.16 1.25 3.61  0.185
C -3.71 -0.60 1.51  0.276
N -1.10 2.47 -1.92  -0.353
H 3.87 -0.06 3.08  0.304
H -0.06 6.18 -2.01  0.387
C 1.01 -1.90 -2.90  0.386
H 0.72 -5.76 -2.49  0.390
H 2.57 1.43 -4.35  0.406
H -3.02 0.14 3.45  0.334
C -1.55 -1.07 2.38  0.713
H -3.27 -2.20 0.01  0.467
C 0.79 -4.68 -2.60  -0.420
C -0.29 -3.89 -2.33  -0.617
H 1.27 -2.34 -0.02  0.076
C 1.58 -0.07 1.00  0.288
C -1.85 3.38 -1.35  -0.316
C -0.36 5.13 -1.98  -0.787
C 2.00 -4.11 -3.02  -0.163
O -1.60 -1.51 1.01  0.332
H 3.04 -2.31 -3.48  0.444
C -4.24 0.31 0.37  -0.144
C 0.05 2.82 -2.54  0.100
H 0.66 2.81 1.47  0.283
C -1.50 4.75 -1.34  -0.742
C 1.25 -0.50 -3.07  -0.117
C 1.63 4.51 -3.34  -0.881
C 2.10 -2.75 -3.16  -0.870
H -1.20 -3.00 3.33  0.305
O -1.10 1.39 1.16  -0.210
C -3.03 -2.93 2.12  -1.066
C -2.04 1.41 2.03  -0.548
C 2.35 3.52 -3.94  -0.878
C -2.62 0.03 2.44  0.352
C 2.13 -1.31 3.08  -0.351
C -2.03 -2.32 3.14  -0.802
H -0.54 -0.73 2.61  -0.845
C 1.97 2.17 -3.84  -0.664
H 2.36 -3.18 1.10  0.441
H 2.29 -0.29 -3.36  0.028
O -1.25 -1.76 -2.13  -0.964
C 2.11 1.16 3.07  -0.553
O -5.34 0.83 0.54  -0.803
O -2.48 2.40 2.61  -0.809
N 0.42 0.47 -2.90  -0.028
H -4.03 -3.07 2.53  0.412
H 2.40 3.03 1.10  0.439
C 1.51 -2.51 1.03  -0.850
H 2.73 -2.20 3.26  0.471
H 2.68 2.06 3.28  0.521
H 1.20 -1.43 3.67  0.086
C -3.00 -1.87 1.01  0.000
N 1.87 1.09 1.64  0.197
C -0.25 -2.46 -2.45  0.634
H -4.58 -0.86 2.11  0.546
H 1.33 2.19 -0.04  0.143
H 1.93 5.55 -3.41  0.374
H -1.22 -4.32 -2.00  0.429
H -2.13 5.45 -0.82  0.440
O 1.12 -0.08 -0.14  -0.215
H 3.24 3.77 -4.51  0.373
Br 3.51 -5.22 -3.37  -0.273
Ca -1.25 0.17 -0.81  1.717
H 0.64 -2.98 1.50  0.064
H -2.49 -2.06 4.09  0.446
N 1.83 -1.25 1.67  0.250
C 0.45 4.17 -2.63  1.568
C 2.87 -0.07 3.53  -0.842
C 1.54 2.36 1.01  -1.181

Computed properties:
Net charge: -1
HOMO level, eV: -4.8872
Orbital gap, eV: 6.9



Stability, lowest: arrangement P



Arrangement P

Molecular formula: C4H14NO3
Method: DFT, ωB97M-V/def2-TZVPD

Last column: Löwdin spin population.
Cartesian coordinates (Å):
H -2.00 0.43 -0.93  0.006
C -1.01 0.56 0.97  0.003
O -0.32 -2.20 -2.42  0.000
H -0.14 -1.66 -3.21  0.000
H 1.85 -0.82 2.23  0.001
H -0.06 -1.07 0.33  0.002
H 1.80 -0.22 -0.76  0.035
H -0.40 -1.48 -1.78  -0.002
C 0.94 0.44 -0.58  0.061
H 0.08 2.29 1.62  0.000
N 0.24 -0.13 0.59  0.097
H -2.47 -0.85 0.13  0.001
H -1.74 2.52 1.50  0.000
O 2.79 -0.97 2.05  0.005
H 2.71 -1.17 1.10  0.001
H 1.34 1.42 -0.27  0.002
C -0.84 2.07 1.09  0.001
C -2.23 0.22 0.12  0.015
H -1.27 0.16 1.96  0.006
O 0.13 0.48 -1.66  0.766
H -0.70 2.51 0.09  0.000
H -3.10 0.79 0.43  0.000

Computed properties:
HOMO level (alpha / beta), eV: -10.3043 / -10.1129
2S+1: 2
Expectation value of S²: 0.755
Orbital gap (alpha / beta), eV: 11.0 / 7.6



Arrangement Q

Molecular formula: C4H14NO3
Method: DFT, ωB97M-V/def2-TZVPD

Last column: Löwdin spin population.
Cartesian coordinates (Å):
H 0.33 0.16 -2.38  -0.001
H -1.15 1.86 0.78  0.000
H -1.23 3.15 -0.43  0.001
H 0.93 -0.21 4.93  0.000
H -1.22 0.39 -1.45  0.005
H -1.42 -2.92 -0.55  0.001
H 1.31 2.10 -0.92  0.006
H 2.07 -1.33 4.29  0.000
C 0.64 0.19 -0.03  0.156
O -1.01 -1.46 -3.10  0.019
N 1.19 -0.79 4.16  0.002
C -0.19 0.59 -1.50  0.005
C -0.54 2.51 0.18  0.001
H -0.10 -0.48 0.51  0.024
H 1.57 -0.34 -0.43  0.006
H -1.08 -1.88 -1.82  -0.001
H 0.06 3.12 0.86  0.001
C 0.41 1.63 -0.64  0.064
H -1.25 -2.05 -3.78  0.000
O -0.99 -2.04 -0.75  0.020
H 1.20 -0.33 3.25  -0.002
O 0.73 0.35 1.36  0.695

Computed properties:
HOMO level (alpha / beta), eV: -7.9218 / -7.8355
2S+1: 2
Expectation value of S²: 0.759
Orbital gap (alpha / beta), eV: 6.2 / 4.7



Stability, lowest: arrangement Q



Arrangement P

Molecular formula: C5H8O4
Method: DFT, ωB97M-V/def2-TZVPD

Last column: Mulliken charge in e.
Cartesian coordinates (Å):
O -1.76 -1.06 -2.59  -0.726
O 1.47 1.72 2.22  -0.769
H -2.43 -0.11 0.29  0.158
H 1.17 0.08 -0.60  0.235
C 2.98 -0.01 0.59  -1.064
C -2.94 -0.11 -0.67  -0.734
C 0.93 1.40 1.13  0.358
H -2.80 0.87 -1.14  0.222
C 1.46 0.11 0.45  -0.080
H 3.53 0.93 0.68  0.284
H 0.95 -0.67 1.02  0.155
H -4.01 -0.27 -0.52  0.281
O -2.83 -2.42 -1.14  -0.747
H 3.27 -0.56 1.50  0.231
O -0.01 1.98 0.54  -0.707
C -2.43 -1.30 -1.56  0.550
H 3.45 -0.59 -0.21  0.354

Computed properties:
Net charge: -2
HOMO level, eV: -1.1686
Orbital gap, eV: 7.5



Arrangement Q

Molecular formula: C5H8O4
Method: DFT, ωB97M-V/def2-TZVPD

Last column: Mulliken charge in e.
Cartesian coordinates (Å):
H 1.40 1.45 -1.51  0.230
O 0.64 3.55 0.87  -0.741
C -1.08 -2.16 -0.04  -0.673
C -2.27 -3.12 0.30  0.458
H 0.13 0.34 0.18  0.008
O -2.62 -3.06 1.50  -0.725
C 0.67 3.13 -0.32  0.439
O 0.20 3.67 -1.34  -0.754
C 1.53 1.83 -0.49  -0.318
C 1.12 0.70 0.45  -0.685
H 1.07 1.09 1.47  0.274
H -0.14 -2.29 0.49  0.263
H -0.82 -2.24 -1.10  0.287
H 2.54 2.22 -0.32  0.235
H 1.82 -0.14 0.45  0.317
O -2.70 -3.83 -0.64  -0.742
H -1.47 -1.15 0.07  0.125

Computed properties:
Net charge: -2
HOMO level, eV: -1.7670
Orbital gap, eV: 8.2



Stability, lowest: arrangement P